17
Properties=species:S:1:pos:R:3 method="wB97M-V/def2-TZVPD" spin_multiplicity=1 charge=+2 relative_energy_ev=1.841 homo_ev=-20.9 energy_ha=-359.431614
C 1.79 0.02 0.33
C 0.64 -0.04 -0.58
C -0.08 0.42 1.42
C -0.67 0.53 2.69
C -0.70 -0.45 -2.53
N 1.39 0.30 1.50
N -0.48 0.20 0.19
N 0.54 -0.17 -1.85
H 2.80 -0.32 0.13
H -0.01 1.19 3.31
H -0.59 -0.49 3.28
H -1.78 0.85 2.86
H -1.31 -0.83 -1.74
H -0.87 0.25 -3.33
H -0.47 -1.38 -3.12
H -1.45 0.04 0.00
H 1.23 -0.11 -2.56